Record 1
{"formula": "C38H33AsNiOPSe2Te", "method": "the ωB97M-V functional and the def2-TZVPD basis", "total_charge": 1, "gap_ev": [8.7, 7.7], "spin_multiplicity": 3, "de_lowest_kj_mol": 0.0, "symbols": ["Ni", "Se", "P", "Se", "C", "C", "C", "C", "C", "C", "C", "C", "C", "C", "C", "C", "H", "H", "H", "H", "H", "H", "H", "H", "H", "H", "C", "Te", "C", "C", "C", "C", "C", "C", "C", "H", "H", "H", "H", "H", "H", "H", "H", "O", "As", "C", "C", "C", "C", "C", "C", "C", "C", "C", "C", "C", "C", "C", "C", "C", "C", "C", "C", "H", "H", "H", "H", "H", "H", "H", "H", "H", "H", "H", "H", "H", "H", "H"], "positions_angstrom": [[-0.923, -0.262, -1.479], [-1.470, -1.086, 0.809], [0.694, -1.309, 0.896], [1.513, -0.364, -0.894], [1.386, -0.602, 2.410], [2.580, 0.110, 2.379], [3.163, 0.526, 3.568], [2.555, 0.235, 4.779], [1.353, -0.463, 4.808], [0.767, -0.882, 3.626], [1.165, -3.059, 0.955], [2.380, -3.476, 0.418], [2.761, -4.804, 0.526], [1.926, -5.719, 1.154], [0.711, -5.307, 1.680], [0.328, -3.977, 1.584], [3.050, 0.339, 1.431], [4.096, 1.075, 3.544], [3.015, 0.554, 5.706], [0.876, -0.685, 5.754], [-0.170, -1.428, 3.649], [3.024, -2.765, -0.086], [3.708, -5.125, 0.111], [2.219, -6.759, 1.225], [0.055, -6.021, 2.161], [-0.631, -3.661, 1.978], [0.278, -3.593, -2.576], [-1.375, -2.334, -3.090], [-2.482, -3.575, -1.736], [-1.676, -4.845, -1.616], [-2.242, -6.000, -1.087], [-1.488, -7.158, -0.973], [-0.165, -7.171, -1.398], [0.404, -6.025, -1.929], [-0.341, -4.856, -2.033], [0.870, -3.068, -1.831], [0.896, -3.766, -3.455], [-3.484, -3.747, -2.122], [-2.540, -3.048, -0.786], [-3.278, -5.994, -0.771], [-1.939, -8.056, -0.571], [0.418, -8.081, -1.329], [1.434, -6.035, -2.266], [-1.356, 1.585, -1.686], [-0.897, 3.073, -1.049], [-2.468, 4.147, -0.947], [-3.612, 3.746, -1.625], [-4.750, 4.537, -1.557], [-4.736, 5.714, -0.820], [-3.589, 6.107, -0.142], [-2.449, 5.321, -0.200], [0.378, 3.899, -2.209], [1.560, 3.221, -2.492], [2.490, 3.799, -3.342], [2.236, 5.045, -3.903], [1.057, 5.717, -3.618], [0.120, 5.144, -2.768], [-0.156, 2.945, 0.705], [-0.914, 2.335, 1.699], [-0.423, 2.283, 2.994], [0.808, 2.852, 3.292], [1.556, 3.468, 2.299], [1.078, 3.517, 0.998], [-3.608, 2.825, -2.194], [-5.648, 4.234, -2.079], [-5.626, 6.327, -0.769], [-3.585, 7.021, 0.437], [-1.557, 5.616, 0.342], [1.754, 2.252, -2.048], [3.411, 3.279, -3.567], [2.963, 5.493, -4.568], [0.861, 6.685, -4.058], [-0.804, 5.665, -2.550], [-1.874, 1.894, 1.466], [-1.003, 1.800, 3.770], [1.186, 2.814, 4.306], [2.517, 3.908, 2.534], [1.662, 3.997, 0.223]], "mulliken_spin": [1.61, 0.11, 0.02, 0.12, -0.01, 0.00, 0.00, 0.00, 0.00, 0.00, -0.02, 0.01, 0.00, 0.00, 0.00, 0.01, 0.00, 0.00, 0.00, 0.00, 0.00, -0.01, 0.00, 0.00, 0.00, 0.00, 0.01, 0.03, 0.01, 0.00, 0.00, 0.00, 0.00, 0.00, 0.00, 0.00, 0.00, 0.00, 0.00, 0.00, 0.00, 0.00, 0.00, 0.11, 0.00, 0.00, 0.00, 0.00, 0.00, 0.00, 0.00, 0.01, 0.00, 0.00, 0.00, 0.00, 0.00, 0.00, 0.00, 0.00, 0.00, 0.00, 0.00, 0.00, 0.00, 0.00, 0.00, 0.00, 0.00, 0.00, 0.00, 0.00, 0.00, 0.00, 0.00, 0.00, 0.00, 0.00]}


Record 2
{"formula": "C38H33CeNO2P3", "method": "the ωB97M-V functional and the def2-TZVPD basis", "total_charge": 2, "gap_ev": [5.9, 5.9], "spin_multiplicity": 2, "symbols": ["Ce", "O", "C", "O", "C", "P", "C", "C", "C", "C", "C", "C", "C", "C", "C", "C", "C", "C", "H", "H", "H", "H", "H", "H", "H", "H", "H", "H", "H", "H", "N", "P", "C", "C", "C", "C", "C", "C", "C", "C", "C", "C", "C", "C", "P", "C", "C", "C", "C", "C", "C", "C", "C", "C", "C", "C", "C", "H", "H", "H", "H", "H", "H", "H", "H", "H", "H", "H", "H", "H", "H", "H", "H", "H", "H", "H", "H", "H"], "positions_angstrom": [[-1.044, -0.006, -0.126], [-2.356, 0.760, 1.524], [-1.431, 0.556, 2.454], [-0.214, 0.513, 2.044], [-1.874, 0.184, 3.908], [-1.601, -1.502, 4.562], [-1.613, -2.539, 3.045], [-0.362, -2.724, 2.464], [-0.331, -2.759, 1.032], [-1.529, -2.759, 0.286], [-2.819, -2.711, 0.958], [-2.821, -2.691, 2.386], [-3.090, -1.882, 5.568], [-3.459, -1.175, 6.787], [-4.671, -1.469, 7.464], [-5.560, -2.438, 7.003], [-5.143, -3.219, 5.927], [-3.915, -2.980, 5.296], [-2.916, 0.509, 3.884], [-1.357, 0.942, 4.527], [0.448, -2.641, 3.185], [0.653, -2.972, 0.603], [-1.560, -2.723, -0.809], [-3.742, -2.775, 0.389], [-3.868, -2.681, 2.842], [-2.910, -0.307, 7.105], [-4.913, -0.907, 8.328], [-6.413, -2.708, 7.619], [-5.680, -4.078, 5.557], [-3.737, -3.620, 4.389], [1.740, 1.261, -2.513], [1.923, 0.759, -0.950], [2.693, 2.071, -0.054], [4.084, 2.178, -0.166], [4.792, 3.031, 0.622], [4.129, 3.933, 1.497], [2.739, 3.966, 1.473], [2.023, 3.043, 0.696], [3.133, -0.577, -1.205], [3.182, -1.398, -2.391], [3.952, -2.605, -2.465], [4.511, -3.109, -1.281], [4.484, -2.296, -0.109], [3.757, -1.113, -0.075], [0.695, 2.492, -3.158], [-0.991, 1.814, -2.897], [-1.832, 2.525, -2.069], [-2.905, 1.900, -1.387], [-3.152, 0.521, -1.548], [-2.279, -0.241, -2.451], [-1.210, 0.412, -3.058], [1.032, 2.211, -4.935], [0.279, 1.365, -5.782], [0.768, 1.120, -7.089], [1.735, 1.944, -7.601], [2.382, 2.980, -6.894], [2.034, 3.000, -5.523], [2.393, 0.907, -3.200], [4.596, 1.456, -0.812], [5.875, 3.074, 0.598], [4.697, 4.616, 2.132], [2.164, 4.717, 2.055], [0.943, 3.076, 0.623], [2.578, -1.106, -3.234], [4.090, -3.173, -3.384], [4.952, -4.095, -1.221], [5.044, -2.548, 0.789], [3.813, -0.615, 0.895], [-1.604, 3.545, -1.847], [-3.517, 2.463, -0.711], [-3.961, 0.052, -1.087], [-2.570, -1.262, -2.763], [-0.459, -0.079, -3.681], [-0.662, 0.973, -5.385], [0.371, 0.263, -7.610], [1.807, 1.924, -8.690], [3.006, 3.712, -7.432], [2.577, 3.716, -4.917]], "mulliken_spin": [0.99, 0.00, 0.00, 0.00, 0.00, 0.00, 0.00, 0.00, 0.01, 0.00, 0.00, 0.00, 0.00, 0.00, 0.00, 0.00, 0.00, 0.00, 0.00, 0.00, 0.00, 0.00, 0.00, 0.00, 0.00, 0.00, 0.00, 0.00, 0.00, 0.00, 0.00, 0.01, 0.00, 0.00, 0.00, 0.00, 0.00, 0.00, 0.00, 0.00, 0.00, 0.00, 0.00, 0.00, 0.00, 0.00, 0.00, 0.00, 0.01, -0.01, 0.00, 0.00, 0.00, 0.00, 0.00, 0.00, 0.00, 0.00, 0.00, 0.00, 0.00, 0.00, 0.00, 0.00, 0.00, 0.00, 0.00, 0.00, 0.00, 0.00, 0.00, 0.00, 0.00, 0.00, 0.00, 0.00, 0.00, 0.00]}


Record 3
{"formula": "C38H33Cl3N6O4S3Tc", "method": "the ωB97M-V functional and the def2-TZVPD basis", "total_charge": 2, "gap_ev": [7.3, 5.6], "spin_multiplicity": 4, "de_lowest_kj_mol": 53.4, "symbols": ["Tc", "Cl", "C", "C", "C", "Cl", "C", "O", "C", "Cl", "C", "H", "H", "C", "C", "N", "N", "C", "S", "N", "N", "H", "H", "H", "H", "H", "H", "O", "S", "O", "N", "C", "C", "C", "C", "C", "C", "C", "C", "N", "C", "C", "C", "C", "C", "C", "C", "H", "H", "H", "H", "H", "H", "H", "H", "H", "H", "H", "O", "S", "C", "C", "C", "C", "C", "C", "C", "C", "C", "C", "C", "C", "C", "C", "H", "H", "H", "H", "H", "H", "H", "H", "H", "H", "H", "H", "H", "H"], "positions_angstrom": [[0.842, -0.091, 0.769], [4.515, 4.717, 4.541], [3.717, 3.318, 3.959], [3.393, 3.224, 2.613], [2.728, 2.098, 2.189], [2.211, 1.884, 0.556], [2.340, 1.057, 3.038], [1.646, 0.024, 2.587], [2.723, 1.172, 4.381], [2.317, -0.119, 5.441], [3.388, 2.291, 4.839], [3.624, 4.029, 1.929], [3.654, 2.369, 5.884], [4.499, -3.579, 4.502], [4.519, -2.894, 3.192], [5.571, -2.580, 2.509], [5.104, -1.969, 1.401], [3.773, -1.915, 1.354], [2.896, -1.312, 0.017], [3.380, -2.505, 2.502], [2.064, -2.722, 2.878], [5.510, -3.895, 4.747], [3.854, -4.458, 4.475], [4.141, -2.908, 5.285], [5.742, -1.628, 0.699], [1.694, -1.882, 3.317], [2.035, -3.497, 3.528], [-1.063, 1.710, 3.868], [-1.178, 1.955, 2.462], [-0.292, 2.899, 1.852], [-0.956, 0.499, 1.633], [-1.791, -0.546, 2.014], [-2.934, -0.473, 2.798], [-3.712, -1.614, 3.033], [-3.400, -2.826, 2.481], [-2.230, -2.953, 1.709], [-1.814, -4.150, 1.095], [-0.629, -4.175, 0.401], [0.157, -3.028, 0.337], [-0.206, -1.873, 0.889], [-1.408, -1.816, 1.532], [-2.815, 2.453, 2.027], [-3.178, 2.417, 0.688], [-4.426, 2.893, 0.327], [-5.279, 3.405, 1.299], [-4.896, 3.441, 2.633], [-3.650, 2.961, 3.008], [-3.228, 0.465, 3.239], [-4.591, -1.522, 3.658], [-4.031, -3.691, 2.636], [-2.431, -5.036, 1.171], [-0.285, -5.076, -0.085], [1.111, -3.055, -0.168], [-2.480, 2.031, -0.046], [-4.738, 2.872, -0.708], [-6.250, 3.785, 1.011], [-5.567, 3.843, 3.379], [-3.316, 2.980, 4.038], [0.112, 0.050, -1.156], [-0.278, -0.691, -2.446], [1.158, -0.544, -3.589], [1.472, 0.836, -4.081], [1.389, 1.127, -5.439], [1.688, 2.400, -5.901], [2.051, 3.399, -5.009], [2.140, 3.116, -3.653], [1.861, 1.839, -3.195], [-1.474, 0.431, -3.237], [-2.066, -0.276, -4.425], [-1.924, 0.249, -5.704], [-2.457, -0.423, -6.795], [-3.124, -1.625, -6.616], [-3.279, -2.149, -5.339], [-2.753, -1.477, -4.249], [0.903, -1.214, -4.411], [1.982, -0.978, -3.017], [1.105, 0.352, -6.141], [1.640, 2.612, -6.960], [2.274, 4.393, -5.373], [2.437, 3.888, -2.956], [1.947, 1.610, -2.144], [-0.961, 1.353, -3.503], [-2.214, 0.631, -2.458], [-1.414, 1.194, -5.847], [-2.356, -0.002, -7.787], [-3.532, -2.151, -7.468], [-3.818, -3.076, -5.194], [-2.886, -1.877, -3.249]], "mulliken_spin": [2.66, 0.00, 0.02, -0.01, -0.01, 0.01, 0.06, 0.10, 0.01, 0.00, -0.01, 0.00, 0.00, 0.00, 0.00, 0.00, 0.00, 0.01, 0.02, 0.00, 0.00, 0.00, 0.00, 0.00, 0.00, 0.00, 0.00, 0.01, -0.01, 0.00, 0.09, 0.04, 0.04, -0.02, 0.05, -0.02, 0.03, -0.02, 0.02, -0.09, -0.04, 0.02, 0.00, 0.00, 0.00, 0.00, 0.00, 0.00, 0.00, 0.00, 0.00, 0.00, -0.01, 0.00, 0.00, 0.00, 0.00, 0.00, 0.01, 0.02, 0.00, 0.00, 0.00, 0.00, 0.00, 0.00, -0.01, 0.00, 0.00, 0.00, 0.00, 0.00, 0.00, 0.00, 0.00, 0.00, 0.00, 0.00, 0.00, 0.00, 0.01, 0.00, 0.00, 0.00, 0.00, 0.00, 0.00, 0.00]}


These records have total energy values of -291142.3999; -86307.2601; -129330.6000 eV, in the order they appear.
These records have F_max values of 0.36; 3.65; 1.21 eV/A, in the order they appear.